(1)
3 unconnected molecules or ions with the total composition C32H66N3O10S2 in a non-equilibrium geometry. Source: the OMol25 dataset; level of theory: the ωB97M-V functional and the def2-TZVPD basis.

The geometry in XYZ format:
```
113
C32H66N3O10S2, DFT the ωB97M-V functional and the def2-TZVPD basis
C 2.0043 0.5937 6.6369
O 1.4503 1.3927 5.6092
C 1.5379 0.8764 4.2906
C 0.2957 1.3609 3.5211
C 0.5697 1.8412 2.0832
C 0.0149 1.0902 0.8587
S 1.1849 -0.1176 0.1066
C 2.2771 -0.8248 1.3528
C 1.8262 -2.0947 2.0713
O 2.5692 -2.6571 2.8377
O 0.6249 -2.5676 1.7208
C 0.1728 -3.7375 2.4140
C -0.3482 -3.5003 3.8333
C 0.6035 -4.0707 4.8716
O -1.6567 -4.0880 3.9156
C -2.2701 -3.9333 5.1227
O -2.0854 -4.6892 6.0352
C -3.2401 -2.7843 5.2647
S -4.4967 -2.8427 3.9498
C -0.1529 2.1374 -0.2822
C -1.5165 2.8263 -0.3467
C -1.7667 3.7788 0.8297
C -1.5069 3.7119 -1.6105
N -2.6458 1.8406 -0.5083
O -3.7109 2.2564 0.0816
C -2.2964 0.4227 -0.1494
C -3.5878 -0.2944 0.2686
C -1.7626 -0.3343 -1.3868
C -1.3605 0.3911 1.0664
H 1.2090 0.2130 7.2839
H 2.5887 -0.2409 6.2520
H 2.6405 1.2261 7.2590
H 2.4526 1.2413 3.8145
H 1.5392 -0.2178 4.3348
H -0.4878 0.6068 3.6049
H -0.0510 2.2191 4.0986
H 1.6580 1.8726 1.9687
H 0.2569 2.8775 2.0143
H 3.1400 -1.1608 0.7732
H 2.6597 -0.1060 2.0724
H 0.9330 -4.5168 2.4130
H -0.6616 -4.1120 1.8196
H -0.4289 -2.4115 3.9647
H 0.5544 -5.1596 4.8263
H 1.6235 -3.7546 4.6626
H 0.3509 -3.7625 5.8845
H -3.7443 -2.9131 6.2179
H -2.7194 -1.8271 5.2902
H -4.7863 -1.5409 3.8522
H 0.6195 2.9016 -0.2050
H -0.0091 1.6062 -1.2254
H -0.8423 4.3497 0.9606
H -1.9434 3.2583 1.7694
H -2.5490 4.4944 0.6056
H -0.7467 4.4841 -1.5228
H -1.4114 3.1117 -2.5137
H -2.4734 4.2213 -1.6312
H -4.3941 -0.0946 -0.4317
H -3.8656 -0.0722 1.2927
H -3.3805 -1.3668 0.2189
H -2.5795 -0.9166 -1.8167
H -0.9745 -1.0352 -1.1316
H -1.4431 0.3448 -2.1776
H -1.8805 0.8819 1.8946
H -1.1711 -0.6465 1.3415
C 0.0834 -3.8405 -1.7735
O 0.9672 -4.9428 -1.8526
C 1.3407 -5.4861 -0.5939
C 0.7013 -6.8346 -0.3457
N -0.7338 -6.7059 -0.1270
C -1.4747 -7.9649 -0.1320
C -1.4580 -8.8167 -1.3969
O -2.1463 -8.2521 -2.4957
C -1.4143 -7.3152 -3.2619
H 0.0385 -3.3822 -2.7604
H -0.9319 -4.1473 -1.4940
H 0.4390 -3.0962 -1.0554
H 1.1043 -4.7897 0.2142
H 2.4265 -5.6161 -0.6151
H 1.1561 -7.2820 0.5436
H 0.9411 -7.4760 -1.2042
H -1.1221 -6.1017 -0.8389
H -2.5177 -7.7218 0.0836
H -1.1151 -8.5774 0.7013
H -1.9902 -9.7427 -1.1652
H -0.4431 -9.1093 -1.6931
H -0.3492 -7.5592 -3.2953
H -1.5388 -6.2962 -2.8845
H -1.8082 -7.3422 -4.2779
C 1.4418 7.5257 -7.3442
O 2.5153 6.8202 -6.7548
C 3.5006 7.6415 -6.1416
C 3.4683 7.5165 -4.6334
N 2.2691 8.1244 -4.0721
C 2.0290 7.8255 -2.6636
C 1.8289 6.3719 -2.2475
O 0.6268 5.7840 -2.7122
C 0.6709 5.2811 -4.0354
H 0.8698 6.8129 -7.9355
H 0.7732 7.9645 -6.5951
H 1.8019 8.3192 -8.0053
H 3.3907 8.6847 -6.4521
H 4.4736 7.2884 -6.4942
H 4.3476 8.0188 -4.2190
H 3.5476 6.4477 -4.3935
H 1.4656 7.8233 -4.6068
H 1.1314 8.3747 -2.3693
H 2.8574 8.2393 -2.0794
H 1.7543 6.3603 -1.1563
H 2.6854 5.7368 -2.5039
H 1.6608 4.8971 -4.2930
H 0.3729 6.0380 -4.7655
H -0.0476 4.4636 -4.0988
```

Output
LUMO energy (spin up / spin down)   0.4 / 0.3 eV
Frontier orbital gap (spin up / spin down)   8.820 / 9.065 eV
DFT total energy   -80864.50292 eV
Strongest force on any atom   2.230 eV/Å
Multiplicity   2
E_HOMO (spin up / spin down)   -8.43 / -8.74 eV



(2)
A molecular structure, C27H23Br4MoN5O6Te in a non-equilibrium geometry. Source: the OMol25 dataset; level of theory: the ωB97M-V functional and the def2-TZVPD basis.

The geometry in XYZ format:
```
67
C27H23Br4MoN5O6Te, DFT the ωB97M-V functional and the def2-TZVPD basis
Mo -0.8819 -0.1996 0.1064
O 1.7705 0.4003 3.2581
C 0.8288 0.1415 2.5552
O 0.7298 0.3842 1.2659
C -0.4416 -0.4708 3.0844
C -0.6869 -0.8542 4.3833
C -1.9470 -1.3610 4.6864
C -2.9181 -1.4404 3.6975
C -2.5887 -1.0233 2.4238
N -1.3739 -0.5701 2.1426
C -3.5234 -0.9441 1.2409
O -4.6657 -1.3134 1.3162
O -2.9272 -0.4075 0.2014
H 0.0998 -0.7469 5.1171
H -2.1736 -1.6791 5.6955
H -3.9200 -1.8041 3.8789
Br -1.9629 -3.5918 -5.8759
C -1.6255 -3.1980 -4.0656
C -1.3721 -4.2147 -3.1483
Br -1.3640 -6.0187 -3.6891
C -1.1174 -3.8991 -1.8092
Br -0.7096 -5.1956 -0.5042
C -1.1295 -2.5798 -1.3901
O -0.8342 -2.2030 -0.1340
C -1.4147 -1.5574 -2.3104
O -1.3747 -0.2990 -1.8398
C -1.6320 -1.8656 -3.6412
Br -1.9340 -0.4136 -4.8020
C -1.2855 2.7380 1.2585
N -1.2029 2.0203 -0.0547
C -0.0627 2.6281 -0.8281
N -0.2298 4.0548 -1.0055
C -0.3291 4.6850 0.3141
N -1.4640 4.1646 1.0845
C -2.6900 4.4010 0.3142
N -2.6368 3.7614 -1.0001
C -2.4713 2.3337 -0.8214
C -1.4842 4.2910 -1.7297
H -0.3611 2.5462 1.8013
H -2.1303 2.3201 1.8090
H -0.0323 2.1311 -1.7991
H 0.8531 2.4205 -0.2728
H -0.4545 5.7601 0.1838
H 0.5930 4.5032 0.8685
H -2.8219 5.4758 0.1850
H -3.5425 4.0067 0.8694
H -2.4049 1.8216 -1.7792
H -3.3052 1.9174 -0.2623
H -1.6129 5.3646 -1.8708
H -1.4275 3.8104 -2.7071
C 2.2018 -2.4490 -0.7311
Te 1.5920 -0.5822 -1.5318
C 3.2756 0.1612 -0.4662
C 4.2127 -1.0197 -0.3571
C 5.5732 -0.8594 -0.1223
C 6.4016 -1.9674 -0.0159
C 5.8718 -3.2440 -0.1454
C 4.5149 -3.4096 -0.3810
C 3.6810 -2.3028 -0.4864
H 1.9456 -3.2445 -1.4265
H 1.6275 -2.5976 0.1831
H 2.9118 0.4920 0.5067
H 3.7173 1.0037 -0.9939
H 5.9878 0.1376 -0.0270
H 7.4616 -1.8341 0.1583
H 6.5166 -4.1104 -0.0729
H 4.1000 -4.4047 -0.4919
```

Output
LUMO energy (spin up / spin down)   -0.7 / -1.4 eV
Frontier orbital gap (spin up / spin down)   7.172 / 6.536 eV
DFT total energy   -337429.89060 eV
Strongest force on any atom   1.007 eV/Å
Multiplicity   3
E_HOMO (spin up / spin down)   -7.85 / -7.90 eV



(3)
A molecular structure, C55H50IInN3O4P. Source: the OMol25 dataset; level of theory: the ωB97M-V functional and the def2-TZVPD basis.

The geometry in XYZ format:
```
115
C55H50IInN3O4P, DFT the ωB97M-V functional and the def2-TZVPD basis
In 0.0268 0.7461 0.1405
C -4.3712 0.2407 -1.2323
C -4.1566 -0.4388 0.0908
N -5.0885 -1.2301 0.5772
C -4.8930 -1.8112 1.7904
C -3.7685 -1.6230 2.5435
C -3.6809 -2.2984 3.8860
O -3.6036 -1.3762 4.9830
C -2.7332 -0.8057 2.0215
C -1.5222 -0.6330 2.8032
N -0.4211 -0.0523 2.4591
C 0.5882 -0.0441 3.4828
C 0.9044 -1.1945 4.2088
C 1.8708 -1.1755 5.2029
C 2.5568 -0.0019 5.4935
C 2.2572 1.1554 4.7845
C 1.2819 1.1247 3.7944
I 0.8026 2.8320 2.7245
C -2.9255 -0.1850 0.7858
O -2.0709 0.6108 0.2158
H -5.3621 -0.0149 -1.6062
H -3.6168 -0.0589 -1.9659
H -4.2771 1.3271 -1.1300
H -5.6969 -2.4470 2.1548
H -2.7918 -2.9206 3.9556
H -4.5429 -2.9552 3.9957
H -4.3601 -0.7846 4.9275
H -1.5816 -1.0163 3.8190
H 0.4002 -2.1198 3.9601
H 2.0969 -2.0896 5.7458
H 3.3194 0.0171 6.2660
H 2.7702 2.0835 5.0030
O 0.2227 2.7518 -0.3143
C -0.2965 3.4463 -1.4230
C 0.2402 2.8120 -2.7256
C -0.3840 1.5254 -3.1908
C -0.7546 1.3946 -4.5224
C -1.2631 0.1899 -4.9684
C -1.3749 -0.8547 -4.0710
C -0.9965 -0.6692 -2.7476
C -1.1902 -1.8156 -1.7922
C 0.0337 -2.2681 -0.9440
O 0.7262 -1.1644 -0.4253
C -0.4518 -3.2078 0.1733
C 0.3951 -3.4350 1.2605
C 0.0838 -4.3961 2.2143
C -1.0989 -5.1280 2.1184
C -1.9611 -4.8859 1.0602
C -1.6345 -3.9380 0.0932
C 1.0438 -3.0404 -1.8346
C 1.4166 -4.3648 -1.6036
C 2.3762 -4.9941 -2.3951
C 2.9835 -4.3138 -3.4389
C 2.6162 -2.9943 -3.6910
C 1.6575 -2.3734 -2.9007
N -0.5141 0.5152 -2.3123
C -1.8373 3.5516 -1.3743
C -2.4654 3.6693 -0.1366
C -3.8316 3.9033 -0.0505
C -4.6004 4.0155 -1.2072
C -3.9883 3.8788 -2.4442
C -2.6171 3.6504 -2.5233
C 0.2695 4.8946 -1.3896
C -0.0343 5.8197 -2.3904
C 0.4527 7.1185 -2.3421
C 1.2667 7.5243 -1.2898
C 1.5853 6.6127 -0.2946
C 1.0906 5.3091 -0.3493
H 1.2943 2.6269 -2.5067
H 0.2168 3.5166 -3.5534
H -0.6419 2.2393 -5.1951
H -1.5607 0.0637 -6.0038
H -1.7474 -1.8227 -4.3835
H -1.5494 -2.6638 -2.3730
H -1.9915 -1.5428 -1.1056
H 1.3253 -2.8717 1.3310
H 0.7807 -4.5897 3.0238
H -1.3416 -5.8816 2.8592
H -2.8901 -5.4395 0.9738
H -2.3166 -3.8002 -0.7376
H 0.9674 -4.9196 -0.7904
H 2.6500 -6.0243 -2.1864
H 3.7313 -4.8033 -4.0533
H 3.0831 -2.4440 -4.5018
H 1.4104 -1.3360 -3.0962
H -1.8693 3.5786 0.7669
H -4.2997 3.9945 0.9246
H -5.6685 4.1944 -1.1424
H -4.5760 3.9533 -3.3538
H -2.1614 3.5575 -3.5041
H -0.6920 5.5408 -3.2069
H 0.1899 7.8200 -3.1258
H 1.6456 8.5399 -1.2498
H 2.2271 6.9082 0.5291
H 1.3734 4.5909 0.4043
C 3.3831 0.6115 -1.5207
P 2.7945 0.5569 0.2015
C 3.8342 1.8782 0.9349
C 3.5411 -0.9670 0.8647
C 3.6598 -1.1372 2.2447
C 4.1635 -2.3219 2.7684
C 4.5381 -3.3583 1.9205
C 4.4084 -3.2029 0.5463
C 3.9130 -2.0153 0.0210
H 4.4699 0.5099 -1.5527
H 3.1024 1.5768 -1.9509
H 2.9164 -0.1800 -2.1031
H 4.8847 1.7388 0.6719
H 3.7337 1.8816 2.0223
H 3.4827 2.8453 0.5643
H 3.3573 -0.3428 2.9226
H 4.2562 -2.4352 3.8421
H 4.9223 -4.2865 2.3299
H 4.6829 -4.0103 -0.1237
H 3.7899 -1.9267 -1.0554
```

Output
LUMO energy   -0.1 eV
Frontier orbital gap   7.791 eV
DFT total energy   -93073.35627 eV
Strongest force on any atom   0.800 eV/Å
Multiplicity   1
E_HOMO   -7.89 eV



(4)
A molecular structure, C2F8MgNO4S2V in a non-equilibrium geometry. Source: the OMol25 dataset; level of theory: the ωB97M-V functional and the def2-TZVPD basis.

The geometry in XYZ format:
```
19
C2F8MgNO4S2V, DFT the ωB97M-V functional and the def2-TZVPD basis
Mg 2.2880 3.9362 -2.2875
V 2.1039 0.6867 0.1950
C -1.0881 -0.7293 -2.0071
F 0.0842 -0.6153 -2.6636
F -2.0575 -0.3915 -2.8377
F -1.1959 -1.9619 -1.5689
S -1.0854 0.5243 -0.5201
O -0.6628 1.8272 -1.0998
O -2.4362 0.5207 -0.0280
N 0.1724 -0.1600 0.5096
S -0.6934 -0.7548 1.6190
O -1.3771 0.2601 2.4489
O -1.5662 -1.7791 1.1308
C 0.7377 -1.6339 2.8888
F 1.2403 -0.7493 3.6747
F 0.3129 -2.6438 3.5991
F 1.7287 -2.0312 2.0890
F 1.2885 3.4302 -3.8735
F 2.2059 2.2646 -1.2687
```

Output
LUMO energy (spin up / spin down)   -6.9 / -6.7 eV
Frontier orbital gap (spin up / spin down)   6.699 / 6.957 eV
DFT total energy   -86286.70716 eV
Strongest force on any atom   9.326 eV/Å
Multiplicity   4
Charge   +1
E_HOMO (spin up / spin down)   -13.57 / -13.62 eV